Entry 1:
{"formula": "C6H12O", "method": "wB97M-V/def2-TZVPD", "homo_lumo_gap_ev": 9.776, "lumo_energy_ev": 0.73, "e_above_lowest_kj_mol": 294.1, "max_force_ha_per_bohr": 0.1004, "smiles": "C=CC/C=C/C.O", "e_tot_ha": -310.94727, "symbols": ["C", "C", "C", "C", "C", "C", "H", "H", "H", "H", "H", "H", "H", "H", "H", "H", "H", "H", "O"], "coordinates": [[1.4320, 2.1385, 1.3622], [2.6777, 2.1089, 1.9153], [1.1113, 1.4087, 0.1043], [0.6165, 0.0206, 0.3035], [0.8710, -0.9042, -0.6577], [0.2742, -2.2578, -0.3975], [0.5334, 2.7458, 1.7546], [2.7877, 2.3187, 2.9671], [3.5556, 1.5880, 1.6102], [2.0043, 1.2805, -0.5054], [0.2419, 1.9609, -0.4714], [0.0543, -0.2005, 1.1337], [1.5133, -0.7809, -1.4789], [0.0065, -2.4505, 0.6144], [1.1650, -2.8774, -0.4878], [-0.6274, -2.4354, -0.9792], [-5.5068, -1.3847, -1.7224], [-6.4588, -1.4314, -2.8622], [-6.2516, -0.8478, -2.2026]], "nbo_charge": [-0.1559, -0.4155, -0.4875, -0.1625, -0.1821, -0.6472, 0.2071, 0.1941, 0.1961, 0.2193, 0.2097, 0.1904, 0.1968, 0.2086, 0.2145, 0.2141, 0.4638, 0.4570, -0.9208]}


Entry 2:
{"formula": "C19H20O8", "method": "wB97M-V/def2-TZVPD", "homo_lumo_gap_ev": 7.635, "lumo_energy_ev": -0.71, "e_above_lowest_kj_mol": 0.0, "max_force_ha_per_bohr": 0.0204, "smiles": "COC/C=C/C1=CC2=CC(=O)[C@@](C)(OC(=O)CCC(=O)OC)C(=O)C2=CO1", "e_tot_ha": -1337.89441, "symbols": ["C", "H", "O", "C", "C", "C", "C", "C", "C", "C", "C", "O", "C", "C", "O", "C", "C", "O", "H", "C", "H", "H", "H", "O", "C", "O", "C", "H", "H", "C", "C", "O", "O", "C", "H", "H", "H", "H", "H", "H", "H", "H", "H", "H", "H", "H", "H"], "coordinates": [[4.6906, 2.3855, 3.2299], [5.5701, 1.8117, 3.5146], [4.7219, 2.4760, 1.8264], [3.7251, 3.2986, 1.2586], [2.3876, 2.6293, 1.1938], [1.6555, 2.5222, 0.0842], [0.3843, 1.8307, 0.0252], [-0.3606, 1.7427, -1.1064], [-1.5886, 1.0039, -1.1403], [-2.4118, 0.9292, -2.2255], [-3.6136, 0.1422, -2.2191], [-4.5277, 0.2365, -3.0061], [-3.6078, -0.9816, -1.1302], [-3.2057, -0.3789, 0.2118], [-3.9153, -0.3851, 1.1860], [-1.9402, 0.3896, 0.1244], [-1.1564, 0.5700, 1.2038], [-0.0096, 1.2581, 1.1950], [-1.3941, 0.1418, 2.1665], [-4.9325, -1.7211, -1.0514], [-5.2116, -2.0758, -2.0397], [-5.6962, -1.0406, -0.6856], [-4.8460, -2.5591, -0.3638], [-2.5825, -1.8685, -1.6407], [-1.7931, -2.4945, -0.7821], [-1.8228, -2.3307, 0.4110], [-0.7972, -3.3624, -1.5190], [-1.2051, -3.6271, -2.4932], [-0.5914, -4.2580, -0.9318], [0.5025, -2.5625, -1.6855], [1.2379, -2.4741, -0.3615], [1.5318, -3.4206, 0.3142], [1.5522, -1.2091, -0.0618], [2.2963, -1.0073, 1.1371], [1.6119, -0.9115, 1.9815], [2.8688, -0.0924, 1.0012], [2.9585, -1.8572, 1.3104], [0.3060, -1.5603, -2.0675], [1.1550, -3.0894, -2.3849], [-2.2048, 1.5080, -3.1123], [-0.0163, 2.2229, -2.0079], [1.9936, 2.9535, -0.8465], [2.0286, 2.1929, 2.1152], [3.6379, 4.2356, 1.8343], [4.0790, 3.5383, 0.2524], [3.7960, 1.8692, 3.5945], [4.7398, 3.3795, 3.6910]], "nbo_charge": [-0.2511, 0.2007, -0.5280, -0.1039, -0.1432, -0.2516, 0.3412, -0.2753, 0.0535, -0.3781, 0.5364, -0.5268, 0.0646, 0.5963, -0.5145, -0.2617, 0.2662, -0.4407, 0.2230, -0.6257, 0.2342, 0.2395, 0.2248, -0.4957, 0.8155, -0.5878, -0.4928, 0.2359, 0.2528, -0.4911, 0.8016, -0.5931, -0.5146, -0.2713, 0.1876, 0.1999, 0.2099, 0.2315, 0.2452, 0.2261, 0.2300, 0.2179, 0.2094, 0.1774, 0.1961, 0.1620, 0.1676]}


Entry 3:
{"formula": "C5H6O", "method": "wB97M-V/def2-TZVPD", "homo_lumo_gap_ev": 10.283, "lumo_energy_ev": 0.98, "e_above_lowest_kj_mol": 375.2, "max_force_ha_per_bohr": 0.0293, "smiles": "CC#C[C@H]1CO1", "e_tot_ha": -269.20333, "symbols": ["C", "C", "C", "C", "C", "O", "H", "H", "H", "H", "H", "H"], "coordinates": [[0.9380, -1.7785, 1.6143], [0.9929, -0.4570, 0.9842], [0.5452, 0.4223, 0.2863], [-0.3662, 0.7784, -0.7690], [-0.9974, 1.8760, -1.5059], [0.0252, 1.0717, -2.0929], [1.7936, -2.4039, 1.3556], [0.8664, -1.7068, 2.7001], [0.0278, -2.2816, 1.2470], [-1.0267, -0.0809, -0.5454], [-0.8030, 2.9401, -1.3993], [-1.9957, 1.6203, -1.8749]], "nbo_charge": [-0.6832, 0.0491, -0.0616, -0.0085, -0.0925, -0.4673, 0.2364, 0.2366, 0.2262, 0.1904, 0.1940, 0.1804]}


Entry 4:
{"formula": "C7H6BrF3S", "method": "wB97M-V/def2-TZVPD", "homo_lumo_gap_ev": [6.392, 6.593], "lumo_energy_ev": [0.49, -2.59], "spin_multiplicity": 3, "max_force_ha_per_bohr": 0.1187, "e_tot_ha": -3541.95956, "symbols": ["C", "C", "C", "C", "C", "C", "C", "F", "F", "F", "S", "Br", "H", "H", "H", "H", "H", "H"], "coordinates": [[-0.5600, 0.8563, -0.2209], [0.7076, 1.2588, -0.1029], [-1.0730, -0.4413, -0.1715], [1.9566, 0.6363, -0.4331], [-0.4238, -1.4418, 0.4182], [2.1758, -0.3370, -1.3707], [3.5143, -0.8460, -1.5777], [4.5195, -0.2875, -0.8836], [3.5472, -2.1734, -1.3466], [3.9185, -0.6669, -2.8548], [-0.7442, -3.0262, 0.7851], [0.9106, -1.1257, -2.4542], [-1.3442, 1.5448, -0.2915], [0.8566, 2.3033, 0.1385], [-1.9478, -0.5851, -0.7952], [2.8939, 0.9720, 0.1416], [0.6144, -1.2008, 0.7943], [-1.6503, -2.8735, -0.1121]], "nbo_charge": [-0.2844, -0.1368, -0.1925, -0.2731, -0.4084, -0.2326, 0.9226, -0.3178, -0.3245, -0.3300, 0.2230, 0.1297, 0.2178, 0.2072, 0.2152, 0.2539, 0.2196, 0.1110]}


Entry 5:
{"formula": "C18H24CrF3N3OSSe", "method": "wB97M-V/def2-TZVPD", "homo_lumo_gap_ev": [6.315, 6.556], "lumo_energy_ev": [-0.38, -0.54], "e_above_lowest_kj_mol": 8.4, "spin_multiplicity": 5, "max_force_ha_per_bohr": 0.0242, "e_tot_ha": -5083.57585, "symbols": ["Cr", "F", "C", "F", "F", "C", "C", "C", "N", "C", "C", "H", "H", "H", "H", "Se", "C", "C", "C", "C", "C", "C", "H", "H", "H", "H", "H", "C", "N", "C", "N", "S", "H", "H", "H", "H", "H", "H", "C", "C", "C", "C", "O", "H", "H", "H", "H", "H", "H", "H", "H", "H"], "coordinates": [[0.5439, 0.5715, -0.0199], [-4.4006, 3.5372, 3.7756], [-4.3621, 3.6268, 2.4396], [-5.4701, 3.0489, 1.9585], [-4.3934, 4.9218, 2.1098], [-3.1235, 2.9383, 1.8982], [-2.9932, 1.5728, 2.0512], [-1.8668, 0.9575, 1.5334], [-0.9091, 1.6367, 0.8970], [-1.0306, 2.9551, 0.7783], [-2.1330, 3.6477, 1.2650], [-3.7495, 0.9877, 2.5573], [-1.7109, -0.1104, 1.6276], [-0.2160, 3.4652, 0.2800], [-2.1976, 4.7188, 1.1403], [2.3471, 2.2204, 0.2444], [3.8007, 1.0074, -0.0749], [4.9451, 1.0869, 0.7179], [6.0032, 0.2082, 0.5236], [5.9356, -0.7702, -0.4601], [4.7998, -0.8566, -1.2528], [3.7436, 0.0280, -1.0663], [4.9991, 1.8400, 1.4943], [6.8829, 0.2841, 1.1516], [6.7592, -1.4581, -0.6056], [4.7333, -1.6137, -2.0256], [2.8675, -0.0494, -1.6999], [-1.2841, -4.1908, 2.6188], [-0.3395, -3.0917, 2.6117], [0.1027, -2.4683, 1.5020], [-0.4490, -2.8225, 0.3420], [1.3693, -1.3280, 1.6048], [-1.5396, -4.4246, 3.6485], [-0.8753, -5.0892, 2.1500], [-2.2096, -3.9170, 2.1092], [0.1796, -2.8752, 3.4456], [-1.2155, -3.4710, 0.3109], [-0.2708, -2.2059, -0.4714], [-1.9632, 0.5327, -2.3655], [-0.7661, -0.3849, -2.5868], [0.2245, 0.2702, -3.5433], [-1.2361, -1.7210, -3.1501], [-0.1222, -0.6332, -1.3456], [-2.5239, 0.6930, -3.2899], [-1.6311, 1.5092, -2.0009], [-2.6367, 0.0952, -1.6231], [-0.2554, 0.5487, -4.4861], [1.0450, -0.4165, -3.7639], [0.6468, 1.1712, -3.0917], [-1.6311, -1.6160, -4.1640], [-2.0258, -2.1466, -2.5220], [-0.3975, -2.4202, -3.1779]], "nbo_charge": [1.0865, -0.3137, 0.9714, -0.3145, -0.3127, -0.0836, -0.2092, 0.0525, -0.5014, 0.0704, -0.2089, 0.2406, 0.2124, 0.2292, 0.2491, -0.3479, -0.1485, -0.2409, -0.2033, -0.2515, -0.1399, -0.2746, 0.2180, 0.2083, 0.2079, 0.1999, 0.2066, -0.4269, -0.5926, 0.3273, -0.7974, -0.2788, 0.2261, 0.2025, 0.1947, 0.4207, 0.3878, 0.4595, -0.6146, 0.2360, -0.6157, -0.6169, -0.9624, 0.2115, 0.1950, 0.2007, 0.2048, 0.2122, 0.2082, 0.2081, 0.1957, 0.2126]}


Entry 6:
{"formula": "C19H23CeF5NPS", "method": "wB97M-V/def2-TZVPD", "homo_lumo_gap_ev": [4.908, 4.885], "lumo_energy_ev": [-8.70, -8.71], "max_force_ha_per_bohr": 0.0677, "total_charge": 2, "e_tot_ha": -2505.68689, "symbols": ["C", "C", "C", "C", "C", "C", "C", "C", "N", "Ce", "C", "P", "H", "H", "H", "H", "H", "H", "H", "H", "C", "C", "H", "C", "C", "H", "H", "H", "H", "H", "H", "H", "H", "H", "H", "H", "H", "H", "H", "F", "C", "C", "F", "C", "F", "C", "S", "C", "F", "C", "F"], "coordinates": [[0.4679, 3.1880, -2.8379], [-0.7399, 2.6901, -2.3630], [-0.7583, 1.5549, -1.5364], [0.4301, 0.9319, -1.1223], [1.6507, 1.4716, -1.5789], [1.6708, 2.5844, -2.4354], [-2.1392, 1.1789, -1.0092], [-2.5672, -0.2130, -0.9988], [-1.8593, -1.1861, -1.7423], [-0.6229, -0.6791, 0.2345], [2.9172, 0.8608, -1.0532], [2.4556, -0.7223, -0.2328], [-1.7029, 3.1443, -2.6280], [2.6134, 3.0102, -2.7791], [0.4568, 4.0451, -3.5128], [3.4131, 1.4309, -0.2625], [3.6722, 0.6138, -1.8083], [-2.1542, 1.6117, 0.0409], [-2.9536, 1.6984, -1.4979], [-2.4516, -1.9604, 0.7267], [3.9170, -1.3456, 0.6127], [2.3508, -1.7245, -1.7932], [-3.5293, -0.5298, -0.6821], [-1.3645, -0.8301, -3.0886], [-2.6225, -2.5010, -1.9686], [1.9589, -0.3243, 1.1395], [-1.8310, -1.4370, -3.8846], [-1.5205, 0.2361, -3.3227], [-0.2801, -0.9913, -3.1941], [-2.8038, -2.7406, -3.0435], [-2.0801, -3.3548, -1.5479], [-3.5648, -2.4442, -1.4182], [3.3834, -1.8291, -2.1724], [1.9391, -2.7363, -1.6605], [1.7822, -1.2350, -2.6013], [4.7525, -1.3495, -0.0874], [4.0935, -0.6499, 1.4422], [3.6882, -2.3440, 1.0061], [-2.4539, -2.5879, 0.2687], [0.6870, -0.0647, 6.8985], [0.0299, 0.2022, 5.7522], [0.1213, 1.4847, 5.1889], [0.8886, 2.4390, 5.7745], [-0.5629, 1.7498, 4.0074], [-0.5577, 2.9970, 3.4817], [-1.2812, 0.7241, 3.3364], [-2.2669, 0.9808, 1.9864], [-1.2948, -0.5665, 3.9150], [-1.8933, -1.5917, 3.2204], [-0.6946, -0.8301, 5.1342], [-0.7893, -2.0598, 5.6966]], "lowdin_charge": [-0.0067, -0.0028, -0.2725, -0.2504, -0.2847, 0.0053, -0.2358, -0.3055, -0.3178, 1.0308, -0.2344, 0.8820, 0.1386, 0.1303, 0.1303, 0.1188, 0.1214, 0.0170, 0.1558, 0.0670, -0.2084, -0.1390, 0.1312, -0.0179, -0.0224, 0.1032, 0.1043, 0.1138, 0.0882, 0.1144, 0.0896, 0.0960, 0.0976, 0.0735, 0.0629, 0.0756, 0.0753, 0.0783, 0.1252, 0.1387, -0.0963, -0.1027, 0.1292, -0.1942, 0.0973, -0.5664, 0.8544, -0.2230, 0.0230, -0.1142, 0.1264]}


Please write out number 3 again, unchanged.
{"formula": "C5H6O", "method": "wB97M-V/def2-TZVPD", "homo_lumo_gap_ev": 10.283, "lumo_energy_ev": 0.98, "e_above_lowest_kj_mol": 375.2, "max_force_ha_per_bohr": 0.0293, "smiles": "CC#C[C@H]1CO1", "e_tot_ha": -269.20333, "symbols": ["C", "C", "C", "C", "C", "O", "H", "H", "H", "H", "H", "H"], "coordinates": [[0.9380, -1.7785, 1.6143], [0.9929, -0.4570, 0.9842], [0.5452, 0.4223, 0.2863], [-0.3662, 0.7784, -0.7690], [-0.9974, 1.8760, -1.5059], [0.0252, 1.0717, -2.0929], [1.7936, -2.4039, 1.3556], [0.8664, -1.7068, 2.7001], [0.0278, -2.2816, 1.2470], [-1.0267, -0.0809, -0.5454], [-0.8030, 2.9401, -1.3993], [-1.9957, 1.6203, -1.8749]], "nbo_charge": [-0.6832, 0.0491, -0.0616, -0.0085, -0.0925, -0.4673, 0.2364, 0.2366, 0.2262, 0.1904, 0.1940, 0.1804]}